Entry 1:
Here is a structure of composition C25H32Br2CaF10N5SSb from OMol25. Energies are from ωB97M-V/def2-TZVPD.

Summary:
2S+1: 1
HOMO energy: -7.03 eV
Charge: 0
Energy relative to the best compared isomer or geometry (same formula, charge and spin): 0.000 eV

Element x y z (Å)
Ca -0.277 0.727 0.124
C -0.454 1.912 3.343
N -0.015 2.348 2.013
C 1.446 2.573 2.063
C 2.131 2.785 0.720
N 1.777 1.698 -0.177
C 2.205 1.720 -1.456
C 3.069 2.634 -2.104
F 3.624 3.654 -1.414
C 3.415 2.538 -3.440
F 4.246 3.444 -3.963
C 2.933 1.522 -4.245
F 3.281 1.434 -5.536
C 2.086 0.597 -3.667
F 1.585 -0.411 -4.392
C 1.756 0.712 -2.338
F 0.880 -0.229 -1.832
C -0.786 3.557 1.635
C -0.984 3.745 0.132
N -1.513 2.547 -0.497
C -2.759 2.480 -0.975
C -3.053 1.415 -1.863
F -2.033 0.556 -2.154
C -4.279 1.193 -2.439
F -4.457 0.164 -3.292
C -5.350 2.020 -2.145
F -6.559 1.806 -2.694
C -5.132 3.065 -1.265
F -6.155 3.859 -0.931
C -3.889 3.285 -0.702
F -3.804 4.281 0.209
H -0.314 2.703 4.093
H -1.510 1.641 3.316
H 0.120 1.041 3.655
H 1.671 3.420 2.728
H 1.879 1.678 2.519
H 1.870 3.769 0.317
H 3.207 2.826 0.932
H -1.779 3.450 2.075
H -0.320 4.448 2.080
H -1.608 4.630 -0.006
H -0.027 3.975 -0.343
Br -0.743 -1.891 3.992
C 0.875 -1.875 5.034
Br 2.332 -0.952 4.163
H 1.184 -2.899 5.195
H 0.675 -1.363 5.966
N -3.639 -1.826 -1.128
C -3.894 -1.136 -0.008
N -5.168 -0.807 0.229
S -2.688 -0.749 1.110
H -4.301 -1.824 -1.889
H -2.673 -1.936 -1.385
H -5.907 -1.010 -0.423
H -5.373 -0.250 1.039
C -0.436 -4.288 -1.036
C 0.847 -3.480 -1.217
Sb 1.259 -2.296 0.535
C 3.339 -1.825 0.190
C 3.990 -2.507 -1.009
C 1.517 -3.964 1.877
C 2.413 -5.076 1.345
H -0.692 -4.840 -1.943
H -1.286 -3.649 -0.785
H -0.340 -5.016 -0.227
H 0.765 -2.793 -2.060
H 1.696 -4.135 -1.415
H 3.867 -2.062 1.117
H 3.366 -0.740 0.075
H 3.984 -3.594 -0.916
H 5.030 -2.191 -1.117
H 3.475 -2.254 -1.938
H 0.519 -4.334 2.122
H 1.934 -3.544 2.794
H 2.022 -5.505 0.421
H 2.504 -5.890 2.068
H 3.420 -4.708 1.138

Entry 2:
Here is a structure of composition B10Ca2H40 at a distorted geometry from OMol25. Energies are from ωB97M-V/def2-TZVPD.

Summary:
2S+1: 1
HOMO energy: 8.72 eV
Charge: -6
Energy relative to the best compared isomer or geometry (same formula, charge and spin): 0.000 eV

Element x y z (Å)
Ca 1.374 -0.254 2.045
Ca -2.089 -1.675 -0.873
B -0.545 0.061 0.419
H -0.580 -1.073 0.561
H 0.539 0.455 0.309
H -1.252 0.338 -0.464
H -0.918 0.327 1.479
B -2.296 3.037 -2.264
H -1.655 4.031 -2.021
H -1.693 2.123 -2.732
H -2.830 2.665 -1.256
H -3.167 3.320 -3.099
B 3.267 -0.616 0.277
H 4.162 -0.931 -0.464
H 2.705 -1.580 0.560
H 3.697 -0.202 1.269
H 2.521 0.149 -0.132
B -3.910 -0.043 -0.783
H -4.273 -1.115 -1.027
H -3.170 0.311 -1.579
H -4.883 0.664 -0.743
H -3.401 -0.133 0.241
B 1.888 1.625 -2.977
H 1.782 1.690 -4.210
H 0.849 1.768 -2.417
H 2.380 0.601 -2.588
H 2.626 2.529 -2.694
B 0.133 -2.255 -2.172
H 0.096 -2.764 -3.278
H -0.412 -1.236 -2.200
H -0.484 -2.935 -1.468
H 1.226 -2.141 -1.730
B -2.532 -3.664 0.753
H -1.441 -3.450 0.469
H -2.920 -4.667 0.182
H -2.574 -3.826 1.938
H -3.183 -2.763 0.431
B 0.242 -2.446 2.935
H 0.269 -3.391 3.696
H 1.136 -2.470 2.206
H -0.763 -2.369 2.333
H 0.403 -1.488 3.557
B 0.895 1.777 3.427
H 1.275 2.702 4.109
H -0.253 1.921 3.143
H 1.547 1.784 2.482
H 1.025 0.773 3.981
B 3.050 2.963 0.074
H 3.322 1.939 0.600
H 1.917 2.890 -0.288
H 3.180 3.878 0.895
H 3.716 3.164 -0.912

Entry 3:
Here is a cluster of 11 separate species, C48H100Cl2N9O17P3 in total at a distorted geometry from OMol25. Energies are from ωB97M-V/def2-TZVPD.

Summary:
2S+1: 1
HOMO energy: -7.87 eV
Charge: 0
SMILES string: CN(C)P(=O)(N(C)C)N(C)C.CN(C)P(=O)(N(C)C)N(C)C.CN(C)P(=O)(N(C)C)N(C)C.O=C1CCCO1.O=C1CCCO1.O=C1CCCO1.O=C1CCCO1.O=C1CCCO1.O=C1CCCO1.O=C1CCCO1.ClCCCl

Element x y z (Å)
C 26.573 14.349 -11.193
N 26.558 15.760 -10.764
C 27.666 16.069 -9.770
P 25.927 17.111 -11.751
O 25.341 18.295 -11.081
N 27.298 17.613 -12.686
C 27.427 19.044 -13.161
C 28.373 16.731 -13.120
N 24.740 16.392 -12.802
C 23.301 16.453 -12.524
C 25.106 15.689 -13.988
H 25.592 14.040 -11.551
H 26.765 13.687 -10.348
H 27.333 14.096 -11.932
H 27.528 15.443 -8.889
H 27.587 17.119 -9.490
H 28.669 15.846 -10.135
H 26.447 19.520 -13.120
H 28.020 19.553 -12.402
H 27.793 19.205 -14.174
H 28.098 15.677 -13.074
H 28.608 16.906 -14.170
H 29.276 16.748 -12.509
H 22.649 16.464 -13.397
H 23.091 15.430 -12.212
H 23.066 17.231 -11.798
H 26.115 15.284 -13.920
H 25.033 16.426 -14.788
H 24.511 14.803 -14.208
C 12.609 13.944 -7.455
N 12.067 15.039 -8.242
C 10.836 14.735 -8.978
P 13.116 16.328 -8.796
O 12.535 17.511 -9.480
N 13.818 16.810 -7.342
C 15.048 17.604 -7.547
C 12.987 17.305 -6.294
N 14.335 15.351 -9.560
C 14.114 14.967 -10.963
C 15.507 14.677 -8.943
H 13.367 14.356 -6.789
H 13.027 13.064 -7.946
H 11.800 13.655 -6.785
H 10.258 13.944 -8.500
H 11.129 14.336 -9.949
H 10.314 15.648 -9.263
H 15.738 17.137 -8.250
H 14.817 18.624 -7.853
H 15.655 17.687 -6.645
H 13.600 17.552 -5.427
H 12.460 18.140 -6.755
H 12.218 16.584 -6.016
H 13.479 15.756 -11.367
H 15.004 14.938 -11.591
H 13.608 14.007 -11.061
H 15.452 13.604 -9.123
H 15.633 14.814 -7.869
H 16.422 14.960 -9.463
C 19.408 12.926 -6.438
N 18.846 11.616 -6.076
C 18.842 11.424 -4.656
P 18.774 10.274 -7.065
O 17.682 9.298 -6.717
N 18.555 10.942 -8.672
C 19.032 10.282 -9.845
C 17.298 11.639 -8.884
N 20.424 9.697 -7.024
C 20.725 8.486 -6.323
C 21.540 10.497 -7.416
H 20.222 13.228 -5.779
H 18.587 13.632 -6.309
H 19.776 12.998 -7.461
H 17.984 10.806 -4.391
H 18.699 12.398 -4.187
H 19.814 11.022 -4.371
H 18.994 10.960 -10.698
H 20.063 9.969 -9.681
H 18.357 9.446 -10.029
H 17.195 12.143 -9.845
H 16.452 10.951 -8.875
H 17.103 12.328 -8.062
H 19.933 7.736 -6.314
H 21.669 8.044 -6.643
H 20.766 8.867 -5.302
H 22.015 11.035 -6.595
H 21.303 11.176 -8.235
H 22.286 9.783 -7.765
O 19.563 22.544 -13.298
C 19.733 21.372 -13.064
C 20.815 20.371 -13.482
C 20.048 19.090 -13.410
C 19.164 19.327 -12.198
O 18.836 20.668 -12.307
H 21.291 20.493 -14.455
H 21.662 20.424 -12.798
H 19.387 18.894 -14.254
H 20.574 18.159 -13.200
H 18.189 18.842 -12.233
H 19.746 19.147 -11.294
O 15.848 17.492 -11.354
C 15.444 18.647 -11.307
C 14.141 19.209 -11.821
C 14.291 20.719 -11.555
C 15.273 20.792 -10.351
O 16.044 19.596 -10.506
H 14.081 18.997 -12.888
H 13.300 18.762 -11.292
H 14.770 21.204 -12.406
H 13.329 21.215 -11.425
H 15.962 21.637 -10.346
H 14.827 20.706 -9.360
O 18.639 10.304 -13.142
C 17.440 10.537 -13.402
C 16.615 9.660 -14.255
C 15.192 10.140 -13.841
C 15.412 11.640 -13.560
O 16.820 11.678 -13.156
H 16.811 9.836 -15.312
H 16.813 8.630 -13.958
H 14.457 9.895 -14.607
H 14.850 9.627 -12.941
H 15.326 12.220 -14.479
H 14.832 12.051 -12.734
O 16.767 13.723 -16.657
C 16.565 14.813 -16.099
C 17.425 15.452 -15.022
C 16.630 16.707 -14.571
C 15.652 16.895 -15.762
O 15.498 15.605 -16.362
H 17.432 14.687 -14.246
H 18.475 15.566 -15.292
H 16.187 16.559 -13.586
H 17.245 17.607 -14.543
H 14.675 17.200 -15.389
H 16.028 17.578 -16.525
O 18.547 16.298 -7.201
C 18.591 17.509 -7.177
C 18.553 18.493 -8.404
C 18.104 19.794 -7.677
C 18.513 19.641 -6.214
O 18.617 18.273 -6.034
H 19.515 18.662 -8.887
H 17.952 18.096 -9.222
H 18.747 20.578 -8.076
H 17.031 19.925 -7.823
H 19.514 20.030 -6.024
H 17.896 20.181 -5.496
O 20.630 17.105 -10.798
C 20.093 15.971 -10.760
C 18.691 15.654 -11.173
C 18.740 14.177 -11.459
C 19.925 13.653 -10.601
O 20.797 14.774 -10.524
H 18.051 15.904 -10.326
H 18.213 16.212 -11.978
H 17.829 13.635 -11.207
H 18.853 13.956 -12.520
H 19.573 13.429 -9.594
H 20.393 12.856 -11.179
O 22.971 13.718 -7.842
C 22.874 14.870 -8.165
C 21.925 15.928 -7.504
C 22.589 17.237 -7.885
C 23.499 16.882 -9.091
O 23.761 15.521 -8.958
H 21.048 15.935 -8.151
H 21.747 15.645 -6.466
H 21.912 18.035 -8.190
H 23.113 17.681 -7.039
H 22.958 17.086 -10.015
H 24.465 17.385 -9.052
Cl 21.455 14.380 -15.081
C 20.925 12.769 -15.731
C 21.466 11.620 -14.788
Cl 23.242 11.444 -15.022
H 21.277 12.780 -16.763
H 19.836 12.818 -15.766
H 21.034 10.639 -14.984
H 21.255 11.869 -13.748

Entry 4:
Here is a structure of composition C23H48Br3INNbO7 at a distorted geometry from OMol25. Energies are from ωB97M-V/def2-TZVPD.

Summary:
2S+1: 1
HOMO energy: -0.81 eV
Charge: -2
Energy relative to the best compared isomer or geometry (same formula, charge and spin): 3.416 eV

Element x y z (Å)
C -2.357 -5.563 -4.077
C -1.462 -4.617 -3.088
C -0.760 -3.480 -4.014
C -1.614 -2.156 -4.201
Nb 1.471 -3.203 -3.606
Br 4.117 -2.886 -3.272
C 1.741 -5.411 -4.196
C 3.259 -5.846 -4.452
C 3.227 -7.403 -4.914
I 2.434 -7.681 -6.937
O 1.665 -2.659 -5.637
N 2.716 -1.793 -5.685
O 2.345 -0.910 -6.428
C 1.279 -0.972 -3.129
O 0.803 -0.083 -3.902
O 1.770 -0.543 -1.889
C 1.358 -3.875 -1.445
Br 2.735 -5.244 -0.875
C 0.483 -3.494 -0.420
C 0.576 -4.141 1.039
Br -0.870 -2.138 -0.770
H -3.146 -6.050 -3.420
H -2.796 -4.852 -4.860
H -1.672 -6.295 -4.608
H -0.703 -5.325 -2.614
H -2.199 -4.191 -2.339
H -0.756 -3.979 -5.060
H -1.439 -1.314 -3.474
H -2.728 -2.455 -4.217
H -1.405 -1.746 -5.255
H 1.067 -5.601 -5.107
H 1.306 -6.031 -3.344
H 3.921 -5.817 -3.532
H 3.647 -5.226 -5.321
H 2.573 -8.007 -4.198
H 4.296 -7.818 -4.816
H 1.567 -3.917 1.548
H 0.485 -5.286 0.985
H -0.300 -3.803 1.701
C -2.091 1.538 1.025
C -2.059 1.406 -0.488
O -3.272 0.908 -1.040
C -4.434 1.686 -0.815
C -4.348 3.087 -1.395
H -2.365 0.587 1.489
H -1.112 1.845 1.402
H -2.823 2.284 1.351
H -1.279 0.693 -0.759
H -1.789 2.356 -0.961
H -4.671 1.715 0.254
H -5.258 1.155 -1.300
H -3.572 3.679 -0.906
H -5.299 3.612 -1.265
H -4.110 3.049 -2.461
C 2.702 0.755 2.789
C 2.159 2.129 2.439
O 1.453 2.751 3.508
C 2.189 2.996 4.694
C 3.378 3.920 4.492
H 1.901 0.106 3.152
H 3.159 0.291 1.912
H 3.462 0.808 3.573
H 1.447 2.024 1.618
H 2.956 2.787 2.076
H 2.497 2.051 5.153
H 1.494 3.468 5.396
H 4.129 3.473 3.839
H 3.857 4.140 5.450
H 3.061 4.861 4.034
C -0.904 7.318 7.026
C -1.953 7.327 5.927
O -1.405 7.298 4.619
C -0.611 6.164 4.292
C -1.365 4.849 4.372
H -0.195 8.138 6.887
H -1.378 7.425 8.006
H -0.333 6.387 7.032
H -2.529 8.253 6.000
H -2.667 6.506 6.058
H 0.291 6.141 4.912
H -0.274 6.312 3.263
H -1.679 4.626 5.394
H -0.731 4.026 4.031
H -2.263 4.881 3.751

Entry 5:
Here is a structure of composition C28H32ClF6N14O3PS2Ti at a distorted geometry from OMol25. Energies are from ωB97M-V/def2-TZVPD.

Summary:
2S+1: 4
HOMO energy (spin up / spin down): -3.83 / -5.88 eV
Charge: -1
Expectation value of S²: 3.765
Energy relative to the best compared isomer or geometry (same formula, charge and spin): 0.826 eV

Element x y z (Å)
Ti -0.181 -0.431 -0.140
N -1.105 2.621 0.821
C -0.307 1.954 1.725
N -0.054 2.423 2.942
N 0.771 1.513 3.481
N 1.008 0.588 2.626
N 0.329 0.818 1.468
C -1.111 2.387 -0.543
N -1.706 3.192 -1.397
N -1.466 2.626 -2.606
N -0.759 1.563 -2.477
N -0.497 1.363 -1.144
H -1.541 3.470 1.136
O 6.942 -1.066 2.187
S 5.857 -0.150 2.013
O 5.966 0.864 1.008
N 4.431 -0.985 1.769
C 3.616 -0.805 2.752
S 2.063 -1.532 2.862
C 4.139 0.095 3.862
C 3.538 0.429 5.054
C 4.251 1.235 5.941
C 5.527 1.689 5.627
C 6.129 1.347 4.423
C 5.399 0.550 3.561
H 2.541 0.068 5.280
H 3.806 1.506 6.890
H 6.061 2.314 6.332
H 7.124 1.688 4.168
F -2.250 -0.312 0.510
P -2.418 -1.651 1.539
F -0.867 -2.136 0.979
F -3.054 -2.422 0.288
F -2.491 -2.967 2.421
F -1.705 -0.843 2.687
F -3.849 -1.127 1.994
C 3.889 1.166 -2.618
C 4.066 -0.046 -1.690
C 2.770 -0.433 -1.107
N 1.704 -0.672 -0.750
H 4.807 1.336 -3.180
H 3.666 2.059 -2.036
H 3.068 1.010 -3.316
H 4.758 0.183 -0.879
H 4.463 -0.903 -2.232
C -6.507 -4.252 -4.094
C -5.056 -3.936 -3.696
C -5.003 -3.839 -2.166
C -4.200 -5.124 -4.162
C -4.593 -2.622 -4.403
O -4.925 -2.716 -5.804
C -5.294 -1.360 -3.855
C -4.762 -0.650 -2.584
C -5.880 -0.010 -1.790
C -6.706 0.954 -2.366
C -7.747 1.527 -1.652
C -7.961 1.133 -0.341
Cl -9.273 1.855 0.565
C -7.154 0.188 0.260
C -6.116 -0.382 -0.472
C -3.067 -2.429 -4.560
N -2.200 -2.405 -3.383
C -1.700 -1.328 -2.799
N -0.915 -1.667 -1.799
C -0.949 -3.037 -1.841
N -1.710 -3.531 -2.784
H -6.851 -5.109 -3.511
H -6.586 -4.524 -5.150
H -7.197 -3.428 -3.888
H -5.332 -4.793 -1.743
H -5.673 -3.062 -1.784
H -3.998 -3.650 -1.788
H -4.671 -6.057 -3.835
H -3.195 -5.091 -3.739
H -4.132 -5.145 -5.253
H -5.880 -2.620 -5.886
H -6.344 -1.608 -3.685
H -5.275 -0.643 -4.680
H -4.062 0.136 -2.876
H -4.232 -1.335 -1.927
H -6.532 1.272 -3.390
H -8.386 2.276 -2.102
H -7.324 -0.100 1.289
H -5.476 -1.116 0.003
H -2.932 -1.475 -5.067
H -2.702 -3.211 -5.221
H -1.863 -0.315 -3.133
H -0.399 -3.659 -1.155